# 1
17
Properties=species:S:1:pos:R:3:forces:R:3 method="wB97M-V/def2-TZVPD" homo_ha="-0.312 / -0.275" energy_ha=-898.34790 orbital_gap_ev="8.14 / 7.69" e_above_lowest_kcal_mol=117.14 lumo_ev="-0.350 / 0.208"
S 1.971 -0.108 -2.384 -0.6639 1.1824 0.7619
P -0.458 0.461 -0.458 -1.1284 -2.3190 1.2118
C -0.519 -1.429 -0.421 1.4172 2.1291 -0.9552
C 0.138 0.670 2.924 0.4261 3.3631 0.6777
C -1.297 0.761 -1.902 -1.7413 -0.1352 -1.3536
C 1.301 0.584 -0.724 2.3056 -0.0118 -0.9787
H 0.842 1.559 2.857 -1.5263 -1.2250 0.3700
H 0.425 -0.193 2.511 1.5415 -3.0762 -1.5954
H -0.614 -1.737 0.538 -0.4772 -0.9167 3.2652
H -1.357 -1.798 -0.949 -0.4113 -0.5240 -1.0556
H -2.317 0.449 -2.285 1.4251 -0.0936 1.0733
H -0.843 0.570 3.329 -0.4233 0.9097 0.4534
H -1.035 1.670 -2.347 0.4302 1.4432 -0.8598
H 1.810 -0.180 -0.107 -0.5384 0.6372 0.3718
H 0.504 -1.725 -0.693 -0.7697 -0.3975 -0.7526
H 1.695 1.583 -0.413 -0.0946 -0.7631 -0.7219
H 1.083 0.551 -3.161 0.2287 -0.2024 0.0876

# 2
16
Properties=species:S:1:pos:R:3:forces:R:3 method="wB97M-V/def2-TZVPD" homo_ha=-0.084 energy_ha=-557.19566 orbital_gap_ev=6.68 e_above_lowest_kcal_mol=17.00 total_charge=-1 lumo_ev=4.399
S -0.847 -0.113 0.300 -0.2243 0.3189 -0.1257
C -2.025 0.508 -0.962 0.1779 -1.0235 0.2243
C -2.864 1.672 -0.467 0.5427 -0.2052 0.0908
C 2.237 -1.602 0.167 -0.2562 -0.8969 -0.1417
C 2.509 -0.497 1.191 0.5219 0.4485 -0.5680
H 1.695 0.214 1.045 0.0630 0.2009 0.3779
H 2.687 -1.372 -0.802 0.1383 0.1469 0.0788
H -3.292 1.404 0.499 -0.2964 -0.0363 -0.1046
H 2.640 -0.735 2.248 -0.5540 -0.5557 -0.0715
H 1.166 -1.702 -0.054 0.1918 0.2810 0.2954
H 3.454 0.014 0.963 -0.1073 0.0409 -0.1952
H -2.646 -0.360 -1.226 -0.2196 0.3007 -0.0248
H 2.564 -2.618 0.422 0.3038 0.2067 0.2558
H -2.166 2.485 -0.247 -0.2565 0.2467 -0.2046
H -1.483 0.755 -1.877 0.0221 0.2684 -0.0339
H -3.630 1.948 -1.201 -0.0472 0.2580 0.1470

# 3
16
Properties=species:S:1:pos:R:3:forces:R:3 method="wB97M-V/def2-TZVPD" homo_ha="0.056 / -0.282" energy_ha=-159.51859 orbital_gap_ev="2.85 / 12.10" multiplicity=2 e_above_lowest_kcal_mol=7.26 s2=0.750 total_charge=-1 lumo_ev="4.386 / 4.423"
C -1.423 2.196 0.500 0.7511 0.5069 1.2076
C 1.110 -2.428 0.653 0.3735 -0.3212 -0.4768
C 1.543 -1.321 -0.332 0.8253 -0.0157 0.8656
C -1.264 1.575 -0.864 -0.3182 -0.6798 -0.5926
H -1.928 2.023 -1.605 0.0329 0.1654 0.0165
H -0.258 1.576 -1.285 0.1501 0.3632 0.2753
H -1.511 0.506 -0.836 -0.2136 0.0877 0.0820
H -1.056 1.541 1.302 -0.2095 -0.2357 -0.2097
H 0.810 -0.530 -0.265 0.0138 0.3202 -0.4160
H -0.821 3.095 0.689 -0.0473 0.0810 -0.5292
H 1.712 -1.656 -1.350 -0.5878 -0.1887 -0.2463
H -2.434 2.491 0.784 -0.2041 -0.2409 -0.2638
H 1.676 -2.501 1.584 0.0800 0.4732 -0.0106
H 0.065 -2.267 0.913 -0.0943 -0.3305 0.0080
H 1.256 -3.412 0.195 -0.3588 -0.0134 -0.0003
H 2.521 -0.888 -0.084 -0.1930 0.0285 0.2905

# 4
16
Properties=species:S:1:pos:R:3:forces:R:3 method="wB97M-V/def2-TZVPD" homo_ha="0.057 / -0.281" energy_ha=-159.51446 orbital_gap_ev="2.68 / 11.99" multiplicity=2 e_above_lowest_kcal_mol=9.85 s2=0.750 total_charge=-1 lumo_ev="4.221 / 4.354"
C -0.256 -0.075 1.601 1.6084 -0.8207 1.0219
C 1.031 -0.445 -2.583 -0.3242 1.4599 0.3521
C -0.315 -0.309 -1.822 1.2220 0.0168 -0.9760
C -0.500 0.850 2.782 -1.2248 0.2490 -0.1772
H -1.453 0.518 3.231 0.0714 0.4950 -0.1070
H -0.744 -1.300 -1.931 -0.7622 0.0698 0.4712
H 0.182 0.806 3.623 0.6339 -0.2503 -0.1879
H 0.021 -1.031 2.080 -0.4773 -0.1139 -0.3817
H -0.134 -0.023 -0.790 -0.1959 -0.4132 -0.2878
H 0.885 -0.468 -3.663 -0.1189 -0.6210 -0.1141
H -0.923 0.465 -2.294 -0.1946 -0.1997 0.0544
H -1.083 -0.221 0.918 -0.2201 0.1525 0.1664
H 1.613 0.482 -2.469 0.1678 -0.3248 0.3091
H 0.658 0.148 1.041 -0.1905 0.4043 -0.0688
H -0.562 1.897 2.465 -0.2263 -0.0511 0.1675
H 1.581 -1.294 -2.189 0.2313 -0.0527 -0.2420

# 5
16
Properties=species:S:1:pos:R:3:forces:R:3 method="wB97M-V/def2-TZVPD" homo_ha=-0.429 energy_ha=-159.56898 orbital_gap_ev=12.88 smiles=CC.CC e_above_lowest_kcal_mol=10.04 lumo_ev=1.193
C 0.134 -1.758 -1.287 -0.8778 -0.3710 1.2194
C -0.632 1.470 0.735 0.1390 0.6200 -0.7943
C 0.562 2.386 0.283 -0.9695 -1.3268 0.3647
C -0.049 -2.032 0.236 1.0583 -0.1201 -0.0953
H 1.030 -1.184 -1.497 0.0482 -0.0422 -0.1005
H -0.748 -1.186 -1.579 0.1777 -0.0626 -0.5429
H 0.890 -1.844 0.758 -0.0051 0.2777 0.1224
H 1.170 2.596 1.156 0.2735 0.1947 -0.1453
H -0.644 0.544 0.172 0.3277 -0.1390 0.0655
H -1.604 1.893 0.475 0.0130 0.3029 0.4996
H 0.139 -2.722 -1.790 0.1405 0.2123 -0.4208
H -0.548 1.236 1.788 -0.3180 -0.0342 0.1823
H 1.107 1.765 -0.424 0.5014 0.4754 -0.1253
H -0.236 -3.079 0.486 -0.4212 0.0669 -0.3031
H -0.806 -1.393 0.672 -0.1160 -0.1477 0.1488
H 0.234 3.307 -0.182 0.0283 0.0936 -0.0751

# 6
16
Properties=species:S:1:pos:R:3:forces:R:3 method="wB97M-V/def2-TZVPD" homo_ha=-0.407 energy_ha=-159.55373 orbital_gap_ev=12.19 smiles=CC.CC e_above_lowest_kcal_mol=19.60 lumo_ev=1.129
C 0.245 -1.103 -1.239 0.9782 -2.1844 0.5156
C 1.186 1.507 1.361 -0.1169 0.8660 -1.1254
C -0.331 1.371 1.252 0.1771 -2.2308 0.6281
C -1.109 -1.781 -1.428 -1.1345 2.0402 0.4609
H -0.619 0.546 0.588 0.1860 0.9311 -1.0251
H -1.688 -1.180 -0.665 -0.3772 -1.1408 -0.9123
H -1.185 -2.847 -1.216 0.5065 0.1325 0.3379
H 0.999 -1.512 -1.921 0.1249 -0.0688 0.3275
H 0.348 -0.043 -1.292 -0.7395 0.8027 -0.3681
H 1.674 0.659 1.807 0.3306 -0.1377 0.2525
H -0.690 2.360 1.005 -0.9736 -0.2460 0.0035
H -1.572 -1.656 -2.416 0.1774 0.2720 0.2234
H 0.489 -1.345 -0.181 0.5352 0.0680 -0.6853
H 1.663 1.759 0.386 -0.4421 -0.8137 0.1782
H 1.397 2.451 1.843 0.2272 -0.0482 1.0420
H -0.806 0.812 2.113 0.5408 1.7580 0.1465

# 7
16
Properties=species:S:1:pos:R:3:forces:R:3 method="wB97M-V/def2-TZVPD" homo_ha=-0.421 energy_ha=-159.56885 orbital_gap_ev=12.63 smiles=CC.CC e_above_lowest_kcal_mol=10.11 lumo_ev=1.162
C -1.083 0.285 -1.979 -0.9877 0.4883 0.0268
C 1.494 -0.151 1.917 -0.1932 -0.8326 1.0341
C 0.589 0.864 1.249 1.0269 0.5366 -0.5521
C -1.016 -1.007 -1.184 0.7194 -1.0909 -0.8415
H -0.430 0.617 1.530 -0.2115 0.4603 -0.2749
H -2.010 0.464 -2.524 -0.4293 -0.3445 0.2652
H -0.358 0.399 -2.787 0.4949 -0.1808 0.5092
H -1.266 -1.916 -1.747 -0.2980 0.3212 -0.1970
H 0.867 1.908 1.404 -0.3530 0.0207 0.9113
H 1.163 -0.402 2.935 -0.3876 0.1764 -0.1598
H 2.540 0.072 2.130 0.1083 0.3331 -0.8561
H 0.033 -1.186 -0.959 0.1520 0.0502 0.4911
H 0.733 0.849 0.167 -0.3800 -0.5747 -0.0478
H 1.385 -1.088 1.368 0.4498 -0.0735 0.0166
H -1.586 -1.063 -0.262 -0.0968 0.4405 0.0113
H -1.034 1.097 -1.253 0.3858 0.2695 -0.3365

# 8
16
Properties=species:S:1:pos:R:3:forces:R:3 method="wB97M-V/def2-TZVPD" homo_ha=-0.414 energy_ha=-159.55050 orbital_gap_ev=12.44 smiles=CC.CC e_above_lowest_kcal_mol=21.63 lumo_ev=1.161
C -0.880 -1.594 0.702 -2.8267 0.0904 -1.2190
C 1.400 0.959 -1.591 -0.4613 0.3621 -0.7332
C -2.092 -0.602 1.015 1.1060 -1.4117 -0.4057
C 1.615 1.227 -0.101 -1.7012 1.8259 -0.6111
H 0.473 0.437 -1.894 0.5476 -0.4102 0.7037
H 0.584 1.219 0.277 0.5027 -0.3315 0.8397
H 2.246 0.477 -2.036 0.4015 -0.3040 -0.5071
H -2.103 0.194 0.266 -0.2394 -0.0952 0.1782
H -1.255 -2.613 0.767 0.0825 -0.2534 1.0272
H 1.880 2.297 -0.035 0.2638 -0.4588 0.2708
H -3.001 -1.222 0.980 0.0763 0.6794 -0.0004
H 2.330 0.672 0.484 -0.0648 -0.5861 -0.1233
H -0.017 -1.459 1.350 0.3172 0.1620 -0.8654
H -1.965 -0.167 1.986 -0.2069 0.2599 0.5615
H -0.911 -1.601 -0.416 1.7095 0.5786 0.7113
H 1.225 1.913 -2.115 0.4932 -0.1074 0.1728